Entry from the OMol25 dataset: the molecule C3H6N2 in a non-equilibrium geometry (ωB97M-V/def2-TZVPD).

Max |F|: 0.08974 hartree/bohr
DFT total energy: -227.27774 a.u.
HOMO level: -9.1 eV
Gap between HOMO and LUMO: 9.2 eV

Structure (XYZ):
```
11
C3H6N2 ωB97M-V/def2-TZVPD
C 1.04342 0.36775 -0.08035
C -0.08003 -0.46863 -0.12549
C -1.42857 0.07744 0.01913
N 3.30891 -0.47947 -0.03725
N 2.59085 0.56958 0.06521
H -0.06331 -1.51909 -0.23994
H 0.91030 1.39987 -0.12301
H -1.98688 0.24676 -0.93022
H -2.06014 -0.66139 0.63082
H -1.54427 1.05682 0.39691
H 4.40043 -0.38425 0.06750
```